This record from OMol25 describes a 7-piece molecular cluster, H14O7 overall in a non-equilibrium geometry. The level of theory is ωB97M-V/def2-TZVPD.

Structure (ORCA input):
```
! RIJCOSX wB97M-V def2-TZVPD def2/J DEFGRID3
* xyz 0 1
O 3.64 4.56 6.36
H 4.42 5.11 6.54
H 3.20 4.17 7.09
O 5.11 6.75 6.59
H 5.15 6.80 5.63
H 4.48 7.42 6.89
O 3.73 10.75 4.64
H 3.87 9.86 5.05
H 3.82 10.61 3.70
O 3.46 7.18 3.70
H 2.71 6.90 4.30
H 3.84 6.42 3.19
O 4.34 3.89 3.88
H 5.28 3.62 3.74
H 4.15 3.77 4.82
O 3.79 8.45 8.25
H 3.72 9.43 8.00
H 2.98 8.08 7.82
O 3.70 10.97 7.19
H 3.00 11.40 7.70
H 3.40 11.16 6.34
*
```

As for the energy: -14559.81933 eV. As for the HOMO-LUMO gap: 11.3 eV. Its HOMO energy is -0.404 Eh. Its structure (SMILES) is O.O.O.O.O.O.O.

***

This record from OMol25 describes C61H48AuBGeO3P2S as an isolated structure in a non-equilibrium geometry. The level of theory is ωB97M-V/def2-TZVPD.

Structure (ORCA input):
```
! RIJCOSX wB97M-V def2-TZVPD def2/J DEFGRID3
* xyz 0 1
Au -0.87 0.55 0.20
O -2.31 -3.01 -1.93
S -1.47 -2.49 -0.85
C -2.24 -3.32 0.60
C -2.18 -4.66 0.93
C -3.06 -5.17 1.88
C -4.01 -4.36 2.47
C -4.05 -3.01 2.17
C -3.16 -2.49 1.24
P -2.99 -0.69 0.94
C -4.57 -0.13 0.27
C -4.75 1.26 0.26
C -5.87 1.80 -0.33
C -6.81 0.98 -0.93
C -6.61 -0.39 -0.95
C -5.50 -0.95 -0.36
C -3.08 -0.18 2.69
C -4.24 0.22 3.33
C -4.22 0.52 4.68
C -3.04 0.44 5.39
C -1.87 0.07 4.75
C -1.89 -0.25 3.41
C 0.08 -3.44 -0.96
C -0.04 -4.69 -1.53
C 1.04 -5.55 -1.59
C 2.25 -5.15 -1.03
C 2.37 -3.88 -0.51
C 1.31 -2.97 -0.51
P 1.71 -1.36 0.28
C 1.98 -2.12 1.98
C 3.07 -1.89 2.82
C 3.03 -2.28 4.14
C 1.91 -2.90 4.67
C 0.80 -3.11 3.85
C 0.83 -2.70 2.54
C 3.45 -0.95 -0.16
C 4.10 -1.45 -1.28
C 5.33 -0.94 -1.67
C 5.91 0.10 -0.97
C 5.25 0.64 0.13
C 4.03 0.12 0.53
H -1.45 -5.30 0.47
H -3.00 -6.21 2.14
H -4.72 -4.78 3.17
H -4.77 -2.36 2.65
H -4.00 1.89 0.71
H -6.01 2.88 -0.34
H -7.69 1.40 -1.40
H -7.34 -1.03 -1.44
H -5.34 -2.02 -0.39
H -5.17 0.29 2.77
H -5.13 0.82 5.17
H -3.03 0.68 6.45
H -0.94 0.03 5.30
H -0.98 -0.57 2.91
H -1.01 -4.97 -1.93
H 0.94 -6.53 -2.03
H 3.10 -5.81 -1.02
H 3.31 -3.57 -0.06
H 3.98 -1.45 2.42
H 3.90 -2.12 4.77
H 1.89 -3.21 5.70
H -0.08 -3.60 4.24
H -0.04 -2.85 1.90
H 3.66 -2.25 -1.87
H 5.82 -1.35 -2.54
H 6.87 0.49 -1.27
H 5.67 1.48 0.66
H 3.52 0.55 1.37
C 1.12 0.11 -0.71
Ge 1.36 0.96 -2.57
C -0.19 0.62 -3.75
C -0.40 1.45 -4.84
C -1.52 1.30 -5.64
C -2.44 0.31 -5.36
C -2.24 -0.54 -4.28
C -1.12 -0.37 -3.49
C 3.01 0.74 -3.68
C 3.21 -0.46 -4.36
C 4.33 -0.63 -5.16
C 5.25 0.40 -5.30
C 5.04 1.60 -4.65
C 3.92 1.77 -3.84
C 1.22 2.82 -1.88
C 0.03 3.52 -2.01
C -0.19 4.69 -1.31
C 0.79 5.18 -0.45
C 1.99 4.50 -0.33
C 2.20 3.34 -1.04
H 1.65 0.86 -0.11
H 0.34 2.22 -5.06
H -1.67 1.97 -6.48
H -3.32 0.20 -5.98
H -2.94 -1.32 -4.04
H -0.94 -1.04 -2.65
H 2.48 -1.25 -4.26
H 4.48 -1.57 -5.69
H 6.12 0.26 -5.92
H 5.74 2.41 -4.77
H 3.75 2.71 -3.35
H -0.74 3.14 -2.67
H -1.13 5.22 -1.40
H 0.61 6.08 0.12
H 2.76 4.88 0.33
H 3.14 2.80 -0.93
O 0.67 2.43 2.05
B -0.53 2.26 1.37
O -1.35 3.36 1.59
C -0.65 4.22 2.36
C -0.98 5.47 2.84
C -0.03 6.13 3.60
C 1.21 5.57 3.88
C 1.54 4.30 3.41
C 0.60 3.65 2.65
H -1.94 5.91 2.63
H -0.25 7.12 3.99
H 1.93 6.12 4.46
H 2.50 3.84 3.61
*
```

As for the energy: -160474.35709 eV. As for the HOMO-LUMO gap: 4.7 eV. Its HOMO energy is -0.200 Eh.

***

This record from OMol25 describes one molecule with the formula C20H21N5O5S3 in a non-equilibrium geometry. The level of theory is ωB97M-V/def2-TZVPD.

Structure (ORCA input):
```
! RIJCOSX wB97M-V def2-TZVPD def2/J DEFGRID3
* xyz 0 1
C 3.30 4.32 0.11
H 3.29 3.82 -0.86
H 2.56 3.85 0.75
H 3.04 5.36 -0.03
C 4.69 4.20 0.74
C 5.08 2.79 0.95
N 5.32 2.25 2.08
N 5.62 0.96 2.04
C 5.61 0.48 0.84
N 5.89 -0.81 0.52
H 6.10 -1.43 1.29
S 5.31 -1.51 -0.92
O 5.73 -2.87 -0.84
O 5.75 -0.69 -2.00
C 3.55 -1.37 -0.72
C 2.85 -0.42 -1.44
C 1.50 -0.28 -1.23
C 0.83 -1.08 -0.29
C 1.56 -2.04 0.42
C 2.92 -2.17 0.21
H 3.49 -2.91 0.74
H 1.06 -2.67 1.14
N -0.52 -0.86 -0.15
C -1.46 -1.46 0.60
S -1.29 -2.70 1.66
N -2.75 -0.96 0.45
C -3.19 0.06 -0.36
O -2.43 0.71 -1.06
C -4.64 0.33 -0.30
C -5.07 1.59 -0.71
C -6.42 1.90 -0.67
C -7.37 0.98 -0.25
C -6.94 -0.31 0.14
C -5.58 -0.60 0.11
H -5.32 -1.61 0.38
O -7.71 -1.34 0.56
C -9.12 -1.29 0.53
H -9.51 -0.54 1.23
H -9.50 -1.09 -0.47
H -9.44 -2.28 0.85
O -8.70 1.27 -0.18
C -9.15 2.54 -0.58
H -8.92 2.74 -1.63
H -8.73 3.33 0.05
H -10.23 2.51 -0.45
H -6.72 2.89 -0.97
H -4.35 2.32 -1.04
H -3.43 -1.42 1.04
H -0.91 -0.10 -0.73
H 0.93 0.46 -1.78
H 3.38 0.18 -2.17
S 5.21 1.64 -0.40
H 5.43 4.68 0.08
H 4.71 4.70 1.71
*
```

As for the energy: -71273.77790 eV. As for the HOMO-LUMO gap: 8.4 eV. Its HOMO energy is -0.322 Eh. Its structure (SMILES) is CCc1nnc(NS(=O)(=O)c2ccc(NC(=S)NC(=O)c3ccc(OC)c(OC)c3)cc2)s1.

***

This record from OMol25 describes one molecule with the formula C2H4O2 in a non-equilibrium geometry. The level of theory is ωB97M-V/def2-TZVPD.

Structure (ORCA input):
```
! RIJCOSX wB97M-V def2-TZVPD def2/J DEFGRID3
* xyz 0 1
O 0.57 -0.86 -1.16
C 0.47 -0.19 0.07
C -0.58 0.89 0.13
O -1.33 1.22 -0.74
H 0.02 -1.52 -0.73
H 0.06 -0.95 0.81
H 1.44 0.12 0.45
H -0.64 1.29 1.16
*
```

As for the energy: -6232.15364 eV. As for the HOMO-LUMO gap: 10.6 eV. Its HOMO energy is -0.368 Eh. Its structure (SMILES) is O=CCO.

***

This record from OMol25 describes C50H39BiN5OP2 as an isolated structure in a non-equilibrium geometry. The level of theory is ωB97M-V/def2-TZVPD.

Structure (ORCA input):
```
! RIJCOSX wB97M-V def2-TZVPD def2/J DEFGRID3
* xyz 3 1
Bi -0.12 1.32 0.44
N -4.58 0.12 2.06
C -3.52 0.45 1.36
N -2.35 0.77 1.83
C -2.20 0.81 3.21
N -1.11 1.20 3.80
N 0.01 1.39 3.00
C 1.09 1.87 3.41
C 2.24 1.92 2.57
C 3.49 2.27 3.12
C 4.60 2.16 2.28
C 4.42 1.86 0.96
C 3.15 1.53 0.45
N 2.08 1.58 1.26
C -3.33 0.43 4.06
C -3.25 0.48 5.47
C -4.37 0.35 6.25
C -5.56 -0.08 5.58
C -5.68 -0.10 4.20
C -4.54 0.13 3.46
H -5.50 -0.04 1.64
H -3.63 0.50 0.25
H 1.16 2.38 4.40
H 3.56 2.51 4.17
H 5.58 2.24 2.80
H 5.31 1.79 0.30
H 2.97 1.26 -0.60
H -2.41 0.86 5.96
H -4.25 0.21 7.39
H -6.45 -0.44 6.11
H -6.51 -0.48 3.66
O 2.06 -0.66 -1.41
C 2.61 -1.61 -0.56
C 3.96 -2.02 -0.76
C 4.57 -2.86 0.17
C 3.88 -3.18 1.34
C 2.59 -2.70 1.50
C 1.86 -1.96 0.57
P 0.22 -1.38 0.75
C -0.35 -1.95 2.46
C 0.40 -1.65 3.59
C -0.01 -2.22 4.79
C -1.22 -2.92 4.86
C -2.14 -2.95 3.85
C -1.64 -2.55 2.60
C -0.67 -2.19 -0.62
C -1.75 -1.67 -1.24
C -2.52 -2.39 -2.13
C -2.09 -3.69 -2.37
C -0.95 -4.22 -1.85
C -0.21 -3.46 -0.93
C 1.54 -1.01 -2.67
C 1.80 -2.23 -3.23
C 1.27 -2.48 -4.53
C 0.47 -1.55 -5.14
C 0.22 -0.28 -4.53
C 0.80 -0.03 -3.28
P 0.42 1.59 -2.42
C -1.08 2.30 -3.23
C -2.32 2.04 -2.71
C -3.46 2.57 -3.27
C -3.37 3.26 -4.47
C -2.10 3.69 -4.89
C -0.95 3.15 -4.34
C 1.84 2.63 -2.85
C 3.05 2.06 -3.23
C 4.12 2.91 -3.59
C 3.92 4.28 -3.54
C 2.70 4.83 -3.08
C 1.68 4.02 -2.73
H 4.49 -1.67 -1.62
H 5.68 -3.06 0.05
H 4.20 -3.71 2.15
H 1.92 -3.07 2.26
H 1.35 -1.14 3.49
H 0.70 -2.22 5.62
H -1.38 -3.57 5.74
H -3.02 -3.54 3.94
H -2.02 -2.84 1.62
H -2.04 -0.62 -1.14
H -3.48 -2.02 -2.51
H -2.73 -4.26 -3.04
H -0.67 -5.25 -2.02
H 0.59 -3.86 -0.34
H 2.46 -2.91 -2.65
H 1.48 -3.40 -5.05
H 0.15 -1.77 -6.09
H -0.32 0.41 -5.05
H -2.36 1.41 -1.79
H -4.40 2.26 -2.88
H -4.22 3.66 -5.06
H -2.12 4.36 -5.73
H 0.10 3.21 -4.67
H 3.15 1.00 -3.35
H 5.06 2.53 -3.93
H 4.67 4.90 -3.99
H 2.58 5.94 -3.15
H 0.69 4.47 -2.53
*
```

As for the energy: -86373.02889 eV. As for the HOMO-LUMO gap: 6.6 eV. Its HOMO energy is -0.569 Eh.

***

This record from OMol25 describes an isolated ion of composition C3H4N3S2 and charge -1 in a non-equilibrium geometry. The level of theory is ωB97M-V/def2-TZVPD.

Structure (ORCA input):
```
! RIJCOSX wB97M-V def2-TZVPD def2/J DEFGRID3
* xyz -1 1
C 1.28 -0.55 -0.03
C -0.83 -0.43 -0.34
C 1.49 0.76 0.02
N -0.79 0.83 0.03
N 0.37 1.58 -0.28
N -1.69 -1.34 0.18
S 1.81 -2.08 -0.10
S 3.01 1.50 0.10
H -1.26 1.43 0.73
H 0.35 1.95 -1.25
H -1.45 -2.22 -0.13
H -2.28 -1.41 1.06
*
```

As for the energy: -29313.52636 eV. As for the HOMO-LUMO gap: 5.3 eV. Its HOMO energy is -0.074 Eh.